A structure of composition C48H120N2O20Y in a non-equilibrium geometry. Source: the OMol25 dataset; level of theory: ωB97M-V with the def2-TZVPD basis set.

## Properties
* total charge: +1
* gap between HOMO and LUMO: 5.385 eV

Geometry (Å):
C: 4.915 4.486 1.620
H: -5.314 2.773 2.571
H: 2.978 -5.449 -0.201
H: -0.660 1.557 -3.202
H: -4.836 0.026 -2.503
H: 3.158 2.516 -1.820
H: 6.123 2.941 1.806
H: -4.454 1.630 -0.073
H: -0.532 -6.527 -1.051
H: -1.294 -0.568 5.466
H: -5.963 -1.224 -2.208
C: 1.664 -0.272 5.655
H: 3.947 6.332 2.559
C: 0.872 -5.567 0.302
C: 6.521 -0.473 -0.193
O: 0.438 -0.464 6.278
H: 5.355 4.815 0.679
H: 1.741 0.186 -1.002
H: -6.461 -2.997 0.751
H: -5.922 2.409 -0.063
C: 0.424 1.166 1.369
C: 0.460 1.850 2.762
C: 1.791 0.541 1.098
O: 1.112 -6.612 1.176
H: -1.038 -2.542 -4.806
H: 1.196 -7.084 -1.245
O: -0.366 1.945 -4.029
C: -2.195 5.141 -1.517
C: 6.218 0.663 0.744
H: 0.221 2.907 2.873
H: 6.652 2.253 -0.312
H: 0.973 3.174 -4.569
H: -5.251 2.292 -1.618
H: 3.166 4.640 0.641
H: 6.330 0.309 1.769
C: 0.099 2.176 0.202
H: 3.753 -1.270 -3.412
O: 1.081 -1.204 -3.927
C: 2.136 -4.810 0.065
H: 5.638 6.564 2.277
C: 0.524 -6.264 -0.991
H: -2.234 3.411 3.146
H: -7.722 1.875 -0.912
H: -2.410 3.890 4.817
H: 1.309 -1.538 -3.056
H: 5.826 -1.275 0.056
H: 6.797 -3.273 -4.096
H: 1.379 -1.269 3.562
C: -7.646 -1.047 0.761
C: -5.316 -0.518 -1.690
C: 4.900 5.804 2.532
C: -0.584 -1.008 0.398
C: -7.390 -2.562 0.381
C: -8.123 -1.137 2.256
H: 0.516 -5.513 -1.781
C: -2.745 3.164 4.077
O: 6.482 -0.062 -1.596
H: 3.225 4.472 -3.421
H: 1.649 -7.248 0.697
C: 4.995 -2.917 -3.276
H: -4.185 -2.880 5.177
C: 1.032 -2.269 -4.852
H: -4.151 4.331 3.575
H: 0.872 2.945 0.218
H: -0.032 1.244 3.524
H: -0.414 -3.994 -5.154
H: -7.322 -2.603 -0.707
C: -8.602 -0.091 -1.430
O: 1.785 3.681 -4.632
H: 2.941 -0.836 -0.211
O: -2.077 -0.927 5.043
H: 5.858 -5.019 2.419
H: 7.349 0.315 -1.762
C: 5.863 -2.853 2.697
O: -3.739 -2.269 3.304
H: -1.079 -2.446 4.607
H: -7.331 1.138 -2.537
C: -1.539 1.945 -4.731
O: -1.959 4.252 -5.514
H: 0.181 -0.812 -6.256
C: -0.172 -3.140 -4.522
H: 2.918 3.641 2.152
C: 3.569 3.879 1.310
H: 6.389 -2.027 2.218
H: 3.581 3.020 0.638
H: -9.073 -1.648 2.409
H: 1.600 4.187 -2.666
H: 5.097 5.611 3.586
H: -1.625 0.940 -5.144
O: -4.582 2.270 2.935
H: 5.382 -0.970 -4.237
H: 1.625 0.741 5.253
H: 4.452 -2.919 1.023
C: -5.347 1.727 -0.690
C: 0.904 -1.470 0.085
H: 4.009 -2.017 -4.906
H: 1.968 -2.821 -4.946
H: 4.079 -1.819 2.268
H: 1.357 -2.129 0.826
H: 2.086 -3.339 4.358
H: -1.814 1.843 5.165
C: -1.240 -2.266 0.949
H: -4.517 -0.998 -1.124
H: -8.432 -1.028 -1.960
H: 2.479 1.378 0.984
H: -1.632 4.311 -4.613
H: -1.280 -3.105 0.254
H: 1.874 1.740 -2.735
C: -7.447 0.977 -1.465
C: 3.840 -3.822 -3.050
C: 2.740 2.397 -2.819
H: 7.015 -4.188 1.412
H: -9.521 0.336 -1.831
H: -2.089 2.491 -6.755
C: -3.342 6.112 -1.161
N: -6.496 -0.086 0.648
H: 2.913 -1.119 4.073
H: -0.543 -0.297 -1.712
O: -1.987 4.944 -2.860
H: -9.174 0.535 0.384
C: -6.143 0.437 -0.720
H: -3.492 6.186 -0.084
C: 6.579 -4.201 2.410
H: 4.152 -4.725 -2.525
O: 1.846 -2.668 5.001
C: 1.935 -0.426 -0.121
H: 5.469 -3.118 4.484
H: -2.396 4.221 -0.968
H: 0.943 -2.002 -0.866
H: -7.319 -1.589 2.837
C: 2.385 3.787 -3.307
H: 0.093 5.255 -1.619
H: 7.366 -4.339 3.152
O: 5.769 -2.350 3.993
C: -1.272 -0.602 -0.961
O: -1.881 0.498 1.807
H: 1.862 -1.266 -6.476
N: -0.558 0.053 1.382
H: -0.043 -3.593 -3.540
H: -2.309 2.211 -4.006
O: 5.933 -3.679 -3.996
O: -2.433 1.784 4.433
O: -5.344 -0.436 1.480
H: -4.333 5.838 -1.521
C: 4.559 -1.656 -4.037
H: -4.379 -2.877 2.927
C: 1.924 -1.275 4.505
H: 0.124 -4.881 0.701
H: -8.195 -0.096 2.572
H: -1.943 -2.600 6.221
H: 0.084 1.772 -0.811
H: 7.529 -0.786 0.080
H: 2.345 -0.271 6.506
C: -3.299 -2.949 4.546
H: 3.423 -4.264 -3.955
H: -9.735 -1.117 0.020
C: 4.509 -2.807 2.106
H: 3.051 -3.342 -2.471
H: 3.795 -3.466 2.599
H: -4.628 3.218 4.841
H: 2.228 -0.053 1.901
H: 5.319 -2.675 -2.263
H: 5.202 0.927 0.449
H: -1.890 -1.392 -1.388
H: 2.532 -4.080 0.771
H: 1.846 -4.178 -0.774
C: -2.001 -2.308 5.172
H: -3.142 7.043 -1.693
C: -0.795 5.619 -1.103
H: -0.605 5.197 -0.117
O: 3.716 1.930 -3.803
C: -4.159 3.278 3.859
H: -0.920 6.697 -0.999
C: -1.497 2.933 -5.954
H: 0.419 -1.341 6.668
H: -8.290 -3.124 0.630
H: -2.304 -2.111 1.126
H: -3.166 -4.007 4.321
H: -1.934 0.255 -0.840
H: -1.700 5.800 -3.187
C: 0.870 -1.656 -6.250
H: -0.508 3.013 -6.405
H: -0.893 2.600 0.359
H: 1.475 1.836 3.158
H: 0.558 -2.239 -7.116
H: 3.283 1.800 -4.649
O: 5.621 3.548 2.355
H: -0.826 -2.584 1.906
Y: -3.672 0.050 3.388
O: 7.000 1.872 0.497
C: -8.863 -0.466 0.084